[1]
{"formula": "C8H24K4O12P", "method": "the ωB97M-V functional and the def2-TZVPD basis", "species": ["K", "K", "K", "K", "P", "O", "O", "O", "O", "C", "C", "O", "O", "H", "H", "H", "H", "H", "H", "C", "C", "O", "O", "H", "H", "H", "H", "H", "H", "C", "C", "O", "O", "H", "H", "H", "H", "H", "H", "C", "C", "O", "O", "H", "H", "H", "H", "H", "H"], "positions_angstrom": [[3.259049, -1.411922, 10.016096], [5.962823, -0.557148, 16.534138], [2.547057, -2.352873, 15.695838], [6.003243, -4.369300, 15.449112], [4.410149, -2.230095, 13.006379], [5.411947, -1.854168, 11.877621], [3.054332, -1.624170, 12.642554], [4.836592, -1.540079, 14.350828], [4.371376, -3.793444, 13.198431], [3.123860, -5.772160, 10.657523], [2.712017, -6.578062, 11.897526], [3.770840, -6.462683, 12.876217], [2.890292, -4.367053, 10.840755], [2.608733, -6.117791, 9.758426], [4.192544, -5.914246, 10.466806], [2.681240, -7.648258, 11.703035], [1.767089, -6.266766, 12.342697], [3.902602, -5.517834, 13.081523], [3.441147, -4.231439, 11.646311], [-0.326047, -0.999569, 11.426268], [-0.093758, -2.462337, 11.853432], [0.681615, -2.569558, 13.046181], [0.804643, -0.138267, 11.633536], [-1.057916, -0.631648, 12.166402], [-0.848569, -0.867048, 10.481919], [0.541756, -2.901832, 11.072370], [-1.026633, -2.973443, 12.089444], [1.613787, -2.657521, 12.758527], [1.143537, -0.491365, 12.473862], [6.789727, 0.885071, 10.346534], [6.986098, 1.071048, 11.865798], [5.838824, 0.883329, 12.673931], [6.305479, -0.338120, 9.885789], [7.764907, 1.118554, 9.912544], [6.090623, 1.713463, 10.145088], [7.470394, 2.024272, 12.076666], [7.720376, 0.289932, 12.135630], [5.721398, -0.083716, 12.691656], [5.940839, -0.925251, 10.588575], [7.738993, -4.755822, 11.600916], [7.188627, -4.580782, 10.228975], [7.930058, -3.768790, 9.345624], [7.697205, -3.603570, 12.482679], [8.771327, -5.103950, 11.563960], [7.164973, -5.565547, 12.068524], [6.137469, -4.267797, 10.221156], [7.066086, -5.596562, 9.828618], [7.696520, -2.846888, 9.486563], [6.950493, -3.025826, 12.210523]], "atomic_forces_ev_per_a": [[0.0924, 0.0337, 0.3297], [0.0106, 0.4309, -0.9767], [-0.3931, 0.1234, -1.2322], [-0.0339, -0.0330, -1.3978], [0.5459, 0.2658, -0.7770], [-0.0318, -0.6106, 0.7182], [-0.3456, -0.8263, 0.2282], [0.5376, -0.8350, 1.7990], [-0.0810, 0.9755, 0.7963], [-0.5664, -0.2130, -0.3026], [1.5203, 0.0623, 0.2363], [-0.3895, 0.0812, 0.2682], [0.4425, -0.5554, 0.4664], [-0.2498, 0.1888, 0.1061], [-0.0169, -0.2610, 0.1728], [-0.1997, 0.0059, -0.3198], [-0.1701, 0.1985, -0.2889], [-0.0043, -0.0423, -0.1789], [-0.2502, 0.8603, -0.1627], [-1.3197, 0.6840, 2.5754], [1.2880, 0.3163, -0.6045], [-0.2280, 0.0768, 0.3848], [-0.1707, -1.1340, -0.7812], [-0.2538, -0.0250, -0.2108], [0.6836, -0.1268, -0.4116], [-0.6938, -0.6568, -0.0761], [-0.0704, -0.0235, -0.7550], [0.0940, 0.5798, 0.1789], [0.5693, 0.2629, -0.2338], [-0.5356, 1.7817, 1.3902], [0.9851, -1.9112, -0.2149], [0.1778, 0.1847, -0.1295], [-0.2264, -0.6732, -0.3233], [-0.1104, -0.1192, -0.3064], [0.0070, -0.2413, -0.7648], [-0.3369, 0.1962, -0.1392], [0.0778, 0.1830, 0.2230], [-0.3541, 0.1336, -0.0251], [0.3801, 0.4587, 0.3817], [-0.0557, 0.2574, 1.3122], [-1.0292, -0.1437, -0.7113], [0.2337, -0.3034, 0.0103], [-0.1601, -0.2889, -0.4454], [0.1143, 0.2228, -0.0979], [-0.1260, -0.0426, -0.0264], [-0.0052, 0.4061, 0.5296], [0.6712, 0.1115, -0.3217], [-0.0452, 0.0988, 0.0964], [0.0225, -0.1147, 0.0121]], "mulliken_charge": [1.0457, 1.0441, 1.0821, 0.9825, -1.8880, 0.1201, -0.3254, -0.5987, -0.5756, -0.1209, -0.4284, -0.5964, -0.1791, 0.3511, 0.0985, 0.3722, 0.1869, 0.4969, 0.0939, -0.5475, -0.1147, -0.4930, -0.4664, 0.2506, 0.4216, 0.0091, 0.3679, 0.3710, 0.3193, -0.3665, -0.5651, -0.5596, -0.5681, 0.3435, 0.2249, 0.4187, 0.2451, 0.2312, 0.3631, -0.3094, -0.2228, -0.5737, -0.4926, 0.3398, 0.2276, 0.0383, 0.3818, 0.3541, 0.2101], "energy_ev": -107844.8907, "spin_multiplicity": 1, "homo_energy_ha": -0.4034, "charge": 1, "relative_energy_kcal_mol": 40.36}

***

[2]
{"formula": "C8H24N8O16", "method": "the ωB97M-V functional and the def2-TZVPD basis", "species": ["C", "N", "O", "O", "H", "H", "H", "C", "N", "O", "O", "H", "H", "H", "C", "N", "O", "O", "H", "H", "H", "C", "N", "O", "O", "H", "H", "H", "C", "N", "O", "O", "H", "H", "H", "C", "N", "O", "O", "H", "H", "H", "C", "N", "O", "O", "H", "H", "H", "C", "N", "O", "O", "H", "H", "H"], "positions_angstrom": [[-3.118403, 1.638780, 1.402573], [-2.664342, 2.548762, 2.508829], [-2.454566, 2.039363, 3.590025], [-2.552724, 3.722655, 2.243751], [-4.197379, 1.720331, 1.335379], [-2.821948, 0.647891, 1.724610], [-2.592226, 2.018758, 0.535941], [-0.153597, 0.318061, 5.185874], [0.647594, -0.495655, 6.136589], [1.354721, 0.108972, 6.918748], [0.522922, -1.699652, 6.089326], [-0.234022, -0.245870, 4.262790], [0.363654, 1.256589, 5.059386], [-1.140701, 0.418004, 5.626120], [-0.575396, 3.439114, -2.216634], [0.050408, 2.401244, -3.094538], [0.267373, 2.701717, -4.246400], [0.296811, 1.313401, -2.609278], [-1.241256, 2.937783, -1.523655], [-1.188219, 4.047005, -2.873890], [0.215083, 3.944523, -1.681419], [3.350799, -2.502356, -2.165041], [3.069439, -2.730575, -0.717012], [3.714276, -3.565685, -0.119931], [2.171126, -2.070999, -0.236326], [4.410294, -2.662901, -2.342340], [3.120492, -1.463713, -2.367394], [2.735202, -3.195047, -2.723802], [-0.660319, -0.460017, -0.184752], [-0.164629, -0.544182, 1.218127], [-0.143942, -1.640797, 1.735516], [0.184206, 0.490160, 1.751955], [-1.064282, 0.541675, -0.292532], [-1.426570, -1.211797, -0.307595], [0.216090, -0.514906, -0.822150], [1.534811, 3.996445, 2.445429], [1.267159, 3.235439, 1.196625], [0.128508, 3.208790, 0.781739], [2.207607, 2.689887, 0.661230], [2.604963, 4.173001, 2.469961], [1.228550, 3.368430, 3.273816], [1.017591, 4.946743, 2.388447], [-0.750894, -0.623625, -4.626078], [0.500185, -1.235144, -4.139728], [0.494208, -1.721530, -3.028372], [1.449466, -1.239028, -4.902353], [-1.280674, -0.252841, -3.756474], [-1.352730, -1.403446, -5.089564], [-0.528285, 0.153817, -5.343413], [-0.903315, -4.339088, -0.741633], [-1.050102, -5.058277, -2.032754], [-0.727781, -4.459673, -3.037876], [-1.493089, -6.183950, -1.996461], [-0.612238, -5.050839, 0.022941], [-1.871936, -3.899801, -0.514212], [-0.157956, -3.555962, -0.832101]], "atomic_forces_ev_per_a": [[0.4910, 0.3013, 0.6811], [-0.2688, -0.1962, -0.0893], [0.0863, 0.0821, 0.0905], [-0.0166, 0.1064, 0.0709], [-0.0379, 0.1166, -0.1225], [-0.0175, -0.1180, -0.2774], [-0.2014, -0.2348, -0.2562], [-0.0292, -0.4435, -0.1790], [0.0382, 0.0480, 0.0981], [0.0440, -0.0663, 0.0162], [-0.0028, -0.0221, 0.0363], [0.0744, 0.0520, -0.0496], [-0.1438, 0.1911, 0.0056], [0.0013, 0.2261, 0.0522], [-0.6605, -0.4717, -0.3710], [-0.0743, -0.0148, 0.1159], [0.0319, 0.0658, -0.0880], [0.0092, 0.0910, 0.1176], [0.2761, -0.1555, 0.1885], [0.3899, 0.3858, 0.0222], [0.0402, 0.1943, -0.0472], [0.6538, 0.3331, 0.2197], [0.1295, -0.1407, -0.1852], [-0.0521, 0.0925, -0.1467], [-0.2017, 0.0856, 0.2294], [-0.0496, -0.3090, 0.1068], [-0.3415, -0.1129, -0.1476], [-0.1075, 0.0702, -0.1085], [0.0945, 0.8552, 0.3964], [-0.1435, -0.3434, -0.0657], [-0.0497, 0.1603, 0.0554], [0.0599, -0.0174, 0.1491], [-0.0180, -0.0169, -0.0484], [0.2232, -0.2853, -0.2656], [-0.1089, -0.4820, -0.1427], [0.5483, 0.1263, -0.1973], [0.3057, -0.0728, -0.1627], [-0.3260, 0.1289, -0.0170], [-0.0582, 0.0140, 0.0091], [0.0141, -0.1346, 0.1052], [-0.2022, 0.0925, 0.0814], [-0.3553, -0.1514, 0.1250], [-0.6235, 0.0146, 0.0955], [0.3670, -0.0664, -0.3657], [-0.0429, 0.0718, 0.0050], [-0.1779, -0.0510, 0.2954], [0.0189, 0.0736, -0.0253], [0.1860, -0.1302, -0.0231], [0.1864, 0.0589, 0.0038], [0.1529, 0.1857, 0.3425], [0.1980, 0.1235, 0.0529], [-0.0637, -0.0399, -0.1594], [-0.0752, -0.0837, -0.0147], [-0.1496, -0.0812, -0.0266], [-0.0312, -0.1038, 0.0333], [0.0101, -0.0018, -0.2187]], "mulliken_charge": [-0.2402, 0.9957, -0.5468, -0.5454, 0.3736, 0.2637, -0.2990, -0.4551, 0.9382, -0.5581, -0.5465, 0.1009, 0.1891, 0.3189, -0.4607, 0.7917, -0.5475, -0.4014, -0.0521, 0.3653, 0.2449, -0.6209, 0.8267, -0.5380, -0.4552, 0.3178, 0.2043, 0.2365, -0.3589, 1.1019, -0.6189, -0.4767, -0.2940, 0.2826, 0.3860, -0.6676, 0.8890, -0.3946, -0.5456, 0.3506, 0.1440, 0.2677, -0.8682, 0.9419, -0.2979, -0.5971, 0.2312, 0.3222, 0.3160, -0.3945, 0.9259, -0.5209, -0.5637, 0.3306, 0.2369, -0.0281], "energy_ev": -53343.6508, "spin_multiplicity": 1, "homo_energy_ha": -0.3961, "smiles": "C[N+](=O)[O-].C[N+](=O)[O-].C[N+](=O)[O-].C[N+](=O)[O-].C[N+](=O)[O-].C[N+](=O)[O-].C[N+](=O)[O-].C[N+](=O)[O-]", "relative_energy_kcal_mol": 0.22}

***

[3]
{"formula": "C8H24O4", "method": "the ωB97M-V functional and the def2-TZVPD basis", "species": ["C", "C", "O", "H", "H", "H", "H", "H", "H", "C", "C", "O", "H", "H", "H", "H", "H", "H", "C", "C", "O", "H", "H", "H", "H", "H", "H", "C", "C", "O", "H", "H", "H", "H", "H", "H"], "positions_angstrom": [[2.502784, -3.822105, 0.972931], [1.994174, -2.975295, 2.087281], [0.610484, -2.698825, 1.968421], [2.303404, -3.286895, 0.044551], [2.136344, -4.845995, 0.898991], [3.581814, -3.952165, 1.055861], [2.550014, -2.041645, 2.001101], [2.335274, -3.407505, 3.027991], [0.453464, -2.066475, 2.673461], [-2.354836, -1.420915, -0.520629], [-2.896686, -0.549405, -1.667869], [-1.811586, 0.022745, -2.414779], [-2.046266, -0.839775, 0.348361], [-1.541106, -2.049745, -0.881879], [-3.082166, -2.144365, -0.152219], [-3.527886, 0.238205, -1.256359], [-3.501526, -1.191535, -2.308139], [-1.111556, 0.193975, -1.780559], [1.335884, -1.305335, -1.680699], [1.394404, -0.049545, -1.010979], [0.133224, 0.522185, -0.525679], [0.929024, -2.113625, -1.073059], [2.328054, -1.672305, -1.943439], [0.787604, -1.242955, -2.620699], [1.945404, 0.601945, -1.689249], [1.983724, -0.114665, -0.096339], [0.243054, 1.341495, -0.037539], [-1.585166, 4.658075, 0.110791], [-0.418716, 4.812745, 1.102771], [0.381414, 3.617465, 1.123361], [-2.217066, 5.537535, 0.234711], [-2.234036, 3.785835, 0.189961], [-1.167846, 4.773535, -0.889509], [-0.709386, 5.040735, 2.128261], [0.283044, 5.579755, 0.775171], [-0.006776, 3.064835, 1.805641]], "atomic_forces_ev_per_a": [[0.2564, -0.3911, -0.9295], [0.9344, 0.2510, -0.0617], [0.3000, -0.3051, 0.4136], [0.0476, -0.3270, -0.1690], [-0.5200, 0.1451, 0.1746], [0.1288, 0.2852, 0.0895], [0.0664, 0.3547, 0.0901], [-0.6458, -0.1599, 0.4539], [-0.5098, 0.0979, -0.0407], [-0.3881, -0.2454, -0.0355], [0.9168, -0.4095, 0.5666], [-1.1408, -0.4709, -0.3010], [0.2845, 0.0282, -0.1977], [0.2384, 0.2624, 0.0312], [-0.4011, 0.1373, -0.0663], [-0.1906, 0.1129, -0.0682], [0.0968, 0.2555, -0.3403], [0.3003, 0.3145, 0.3430], [-1.0011, -2.9824, -1.1748], [0.8320, 3.1321, 2.4420], [0.1161, -1.1149, -1.1578], [-0.4021, 0.0923, -0.0006], [0.2568, 0.4038, 0.0317], [-0.2063, -0.0918, 0.0177], [-0.3375, 0.7779, 0.1234], [0.4400, -0.2002, -0.0423], [0.5458, 0.2144, -0.1982], [0.4440, 1.4090, 0.2158], [0.0689, -0.9342, -0.4583], [-0.0587, -0.2097, 0.2197], [-0.2507, 0.0753, 0.0235], [0.4309, -0.1493, 0.2012], [-0.1433, -0.4956, -0.1054], [-0.2977, 0.1264, -0.0448], [-0.3193, 0.2147, -0.0767], [0.1079, -0.2038, 0.0316]], "mulliken_charge": [-0.8514, -0.2149, -0.4917, 0.0202, 0.2976, 0.3587, 0.2337, 0.3639, 0.2969, -0.9539, -0.2338, -0.5744, 0.2171, 0.1785, 0.4639, 0.1941, 0.3243, 0.3608, -1.2361, 0.0318, -0.4743, 0.0236, 0.4204, 0.4113, 0.3242, 0.2992, 0.2264, -0.8954, -0.3670, -0.4879, 0.3504, 0.2837, 0.2539, 0.3275, 0.2369, 0.2819], "energy_ev": -16873.5055, "spin_multiplicity": 1, "homo_energy_ha": -0.3471, "smiles": "CCO.CCO.CCO.CCO", "relative_energy_kcal_mol": 27.76}